{
  "formula": "C3H4FN3",
  "method": "ωB97M-V with the def2-TZVPD basis set",
  "e_homo_ev": -10.2,
  "total_charge": 0,
  "energy_ev": -10362.384,
  "smiles": "FCc1nc[nH]n1",
  "gap_ev": 10.97,
  "elements": ["F", "C", "C", "N", "C", "N", "N", "H", "H", "H", "H"],
  "coordinates": [[-2.563646, 0.450609, 0.581787], [-1.797879, -0.437632, -0.144503], [-0.296920, -0.038404, 0.013533], [0.583922, -0.977342, 0.380751], [1.729963, -0.376421, 0.303898], [1.510430, 0.863851, -0.181928], [0.232515, 1.085425, -0.420310], [-2.308660, -1.317360, 0.271152], [-1.940714, -0.273624, -1.186692], [2.643752, -0.595897, 0.658610], [2.207238, 1.616800, -0.276297]],
  "forces_ev_per_angstrom": [[-0.5, 1.7, 0.2], [0.8, 1.2, 1.0], [-2.3, -2.0, -0.7], [0.0, -1.2, 1.2], [-2.4, 2.3, -1.2], [2.2, 0.9, 0.0], [-1.0, 0.2, 0.4], [1.9, -0.9, -0.8], [-0.9, -0.1, -0.9], [2.9, -1.4, 0.9], [-0.8, -0.7, -0.1]]
}